C17H31ClFN3O | ωB97M-V with the def2-TZVPD basis set

The relative energy (zero: lowest compared OMol25 entry of this formula, charge and spin) is 0.0 kcal/mol. As for the charge: +2. The largest force on an atom comes out at 2.36 eV/Å.

Each line ends with the Mulliken charge.
CARTESIAN COORDINATES (ANGSTROEM)
Cl: 4.1172 9.4862 8.6903  -0.0790
C: 4.7051 7.8155 9.0448  -0.3712
N: 3.6831 6.7826 8.6810  -0.2223
C: 2.3771 6.9238 9.4833  -0.4821
C: 1.4320 5.8145 9.0854  -0.6852
N: 2.0387 4.8955 8.0800  -0.1136
F: -1.2355 1.2191 8.9848  -0.3432
C: 3.2713 4.3369 8.6932  -0.3423
C: 4.2706 5.4204 9.0280  -0.7526
C: 2.3915 5.6823 6.8689  -0.6107
C: 3.3642 6.7941 7.1820  -0.5332
H: 5.6069 7.6289 8.4418  0.3929
H: 4.8958 7.7381 10.1255  0.3904
H: 2.6724 6.8478 10.5341  0.4180
H: 1.9897 7.9284 9.2827  0.4229
H: 1.1784 5.2060 9.9628  0.3219
H: 0.5172 6.2219 8.6502  0.3813
H: 2.9683 3.8103 9.6061  0.5058
H: 3.7057 3.6154 7.9957  0.0407
H: 5.2012 5.3302 8.4597  0.4424
H: 4.4938 5.4553 10.0984  0.3755
H: 2.8228 4.9944 6.1338  0.2433
H: 1.4602 6.0952 6.4697  0.4474
H: 2.9699 7.7863 6.9482  0.3844
H: 4.3190 6.6641 6.6635  0.4123
C: -3.0434 0.8532 6.5774  -0.6821
C: -2.7428 -0.5195 7.2157  -0.8562
C: -1.2550 -0.9605 7.3221  -0.8535
C: -0.2862 0.1766 7.1699  0.2955
N: 0.9769 -0.0160 6.8110  0.2592
C: 1.4996 -1.3477 7.1772  -0.2950
C: 3.0120 -1.4433 7.1732  -0.7941
O: 3.5933 -0.7046 6.0937  -0.3863
C: 3.3438 0.6960 6.2286  -0.6269
C: 1.8489 1.0509 6.1851  0.4317
C: -0.8102 1.4702 7.6962  0.9895
C: -2.0617 1.9786 6.9302  -0.7871
H: -3.1082 0.7311 5.4903  0.3528
H: -4.0383 1.1863 6.9024  0.2946
H: -3.1614 -0.4904 8.2280  0.3348
H: -3.2749 -1.3042 6.6620  0.4033
H: -1.0849 -1.4009 8.3269  0.3864
H: -1.0764 -1.7901 6.6248  0.4835
H: 1.1678 -1.5496 8.2065  0.3657
H: 1.0702 -2.1041 6.4986  0.3135
H: 3.3803 -1.1028 8.1672  0.3475
H: 3.3076 -2.4815 6.9707  0.3560
H: 3.7696 1.0759 7.1861  0.3208
H: 3.8892 1.1296 5.3747  0.3703
H: 1.5427 1.1975 5.1304  0.2441
H: 1.7017 2.0036 6.7160  -0.3369
H: -0.0085 2.2318 7.7484  -0.3049
H: -1.6934 2.4738 6.0191  0.3170
H: -2.5411 2.7301 7.5672  0.4132